Entry from OMol25: a 11-piece molecular cluster, C41H112N8O11 overall (ωB97M-V with the def2-TZVPD basis set).

Calculated values
frontier orbital gap: 9.025 eV
LUMO: 0.429 eV
structure (SMILES): COC[C@H](C)N.COC[C@H](C)N.COC[C@H](C)N.COC[C@H](C)N.COC[C@H](C)N.COC[C@H](C)N.COC[C@H](C)N.COC[C@H](C)N.CC(C)O.CC(C)O.CC(C)O
maximum force: 0.0578 Eh/bohr
2S+1: 1
relative energy (zero: lowest compared OMol25 entry of this formula, charge and spin): 0.000 eV
net charge: 0

XYZ file:
```
172
Properties=species:S:1:pos:R:3:forces:R:3
C 20.717678 18.203206 19.864910 0.26 -1.41 -0.49
O 20.596393 18.363412 18.465929 -0.21 0.91 -0.14
C 20.762607 17.253552 17.611961 -0.69 0.48 -0.03
C 20.605754 17.745896 16.164354 0.15 0.01 0.32
C 20.716271 16.554917 15.251062 0.23 -0.97 0.28
N 21.582867 18.785657 15.792931 -1.70 -0.12 0.15
H 20.008413 17.399527 20.192590 0.80 0.28 0.04
H 20.380853 19.113857 20.347347 0.22 0.26 -0.08
H 21.796376 17.976174 20.108583 -1.12 0.07 0.17
H 21.742660 16.819058 17.708811 0.72 -0.32 0.25
H 20.010567 16.482448 17.827671 -0.02 -0.04 0.06
H 19.635068 18.238484 16.092457 -0.21 -0.16 -0.08
H 19.966325 15.761450 15.444255 0.27 0.54 -0.04
H 21.700862 16.083546 15.426869 -0.25 0.09 -0.21
H 20.667272 16.839516 14.214547 -0.07 0.14 -0.42
H 21.398370 19.506848 16.480495 0.70 0.29 -0.06
H 22.508991 18.431573 15.876112 0.86 -0.14 0.27
C 12.406352 11.144059 10.248652 0.43 0.92 -0.01
O 11.993765 12.458960 10.667859 0.39 -0.79 -0.40
C 11.501663 12.539013 11.979053 -0.24 0.30 0.01
C 11.268611 14.023026 12.280361 -0.05 -0.49 0.36
C 10.731277 14.236305 13.689728 -0.12 0.42 -0.01
N 10.477689 14.723629 11.279900 0.24 -0.02 -0.64
H 11.563929 10.480755 10.155082 -0.60 -0.29 -0.01
H 13.127878 10.655036 10.925802 -0.20 0.49 -0.16
H 12.856994 11.280815 9.254095 -0.09 -0.08 0.39
H 10.590622 11.956372 12.128900 -0.37 -0.13 -0.22
H 12.225818 12.143842 12.679199 0.40 -0.19 0.35
H 12.269214 14.435816 12.226521 0.28 0.43 0.00
H 9.683658 13.955517 13.798130 -0.07 -0.06 -0.15
H 10.812280 15.282679 14.005948 -0.14 -0.07 -0.24
H 11.280702 13.680026 14.432920 0.29 -0.42 0.21
H 9.611294 14.221493 11.053882 0.45 0.17 0.19
H 11.054358 14.720796 10.427500 -0.66 0.01 0.32
C 8.178275 14.988717 16.989068 0.28 -0.25 -0.48
O 9.459701 14.367816 16.884276 -0.41 0.65 0.34
C 9.876269 13.873555 18.142310 -0.97 -0.77 -0.16
C 11.310801 13.503843 18.066600 0.67 -0.13 0.22
C 11.752959 12.791317 19.324790 0.00 0.01 1.22
N 12.144718 14.689461 17.858961 0.00 0.73 -0.04
H 8.291215 16.024981 17.327970 -0.14 -0.02 -0.21
H 7.541423 14.467149 17.703031 -0.04 -0.16 0.13
H 7.694228 14.907171 16.004336 0.23 0.36 0.31
H 9.767179 14.587688 18.979566 -0.35 0.02 -0.30
H 9.254229 12.972119 18.312179 0.20 0.30 0.48
H 11.437300 12.844132 17.217352 0.15 -0.14 -0.37
H 11.910892 13.542939 20.115997 0.03 -0.14 -0.17
H 12.695038 12.252776 19.223891 0.01 0.11 -0.22
H 11.018296 12.090601 19.757209 0.09 0.17 -0.50
H 11.871162 15.427372 18.546186 0.31 -0.79 -0.75
H 11.933662 15.061016 16.928131 0.04 0.08 0.40
C 13.305579 8.023868 9.753325 -1.50 -0.05 0.33
O 13.614331 8.311480 11.112952 1.35 0.15 -0.47
C 15.043772 8.445103 11.322191 -0.78 0.03 -0.94
C 15.294989 8.729013 12.756644 1.92 -0.49 0.76
C 14.697870 9.988448 13.262364 0.21 0.94 0.32
N 16.802165 8.885148 12.981060 -1.30 -0.12 -0.45
H 12.190669 8.085360 9.720223 0.76 -0.22 -0.12
H 13.590022 6.986764 9.495276 0.15 0.52 -0.11
H 13.657070 8.771979 9.011460 0.33 -0.41 0.54
H 15.554279 7.518487 11.073626 0.00 -0.39 -0.26
H 15.460629 9.219966 10.659006 -0.16 0.07 0.20
H 14.904173 7.888108 13.330749 -0.07 -0.21 0.06
H 14.805006 10.048418 14.343839 -0.32 -0.11 0.21
H 13.668510 10.132336 12.961677 -0.21 -0.04 0.09
H 15.321560 10.807880 12.911770 -0.17 0.31 -0.34
H 17.356917 8.050957 12.790178 -0.44 0.05 0.11
H 16.897918 9.113724 13.961038 0.40 -0.09 0.26
C 14.663301 13.750592 13.348727 -0.20 0.41 0.96
O 15.746364 13.296472 14.166169 -0.25 -0.63 -2.43
C 15.564499 13.486468 15.485933 1.15 1.34 2.39
C 15.746523 14.981445 15.864691 -0.37 -1.32 0.81
C 17.199247 15.340484 15.707157 0.82 -0.45 0.13
N 15.422083 15.003123 17.302323 -0.96 0.54 0.16
H 14.881375 13.340148 12.378924 -0.45 -0.21 -0.42
H 14.605448 14.861479 13.261201 0.19 -0.64 0.20
H 13.688829 13.410649 13.798199 0.79 0.09 -0.61
H 14.612749 13.174742 15.886133 -0.88 -0.39 -0.18
H 16.329954 12.904366 16.065715 -0.41 0.40 -0.58
H 15.046754 15.601869 15.282215 0.32 -0.08 0.01
H 17.414322 16.392655 15.772970 -0.10 0.67 0.06
H 17.612801 14.997135 14.746023 -0.18 0.00 0.31
H 17.757613 14.865146 16.552874 -0.31 0.16 -0.72
H 15.404031 15.966653 17.596289 0.83 0.68 0.49
H 14.419479 14.842429 17.453185 0.03 -0.72 -0.31
C 13.301852 20.533786 21.319163 -1.34 1.14 -0.01
O 14.183224 19.548416 20.950776 -0.10 -0.62 -0.32
C 15.299417 20.031341 20.269069 0.82 0.00 0.06
C 15.959416 18.810697 19.661725 0.97 -0.41 -1.07
C 17.253441 19.145951 18.909866 -0.61 0.80 -0.28
N 15.099208 17.991528 18.790076 -0.55 -0.37 0.73
H 13.819977 21.363718 21.791629 0.21 0.38 0.09
H 12.640969 20.127804 22.087423 -0.19 -0.03 -0.28
H 12.699022 20.967774 20.456144 0.60 -0.62 0.81
H 15.066884 20.728435 19.451717 -0.38 0.09 0.11
H 15.957162 20.573478 21.002365 -0.22 -0.42 -0.65
H 16.286140 18.156134 20.461042 -0.24 -0.22 0.43
H 17.931520 19.680939 19.573499 0.06 0.19 -0.13
H 17.064743 19.748385 17.993866 0.06 -0.12 0.59
H 17.763815 18.262206 18.576050 0.15 -0.58 -0.05
H 14.230997 17.727805 19.275271 0.56 0.31 -0.30
H 14.847598 18.382576 17.890246 0.17 0.44 0.15
C 17.790098 7.574019 16.581055 -0.55 0.78 -1.31
O 17.599251 8.985888 16.291445 -0.32 -1.03 0.07
C 16.416228 9.487579 16.912754 0.18 0.10 -0.54
C 16.623740 9.663901 18.392551 0.36 0.84 0.64
C 15.307406 10.211273 18.981219 0.30 -1.38 -0.73
N 17.736875 10.540157 18.790106 -1.27 -0.03 0.25
H 18.117455 7.400541 17.594824 -0.09 -0.06 0.38
H 18.577943 7.232727 15.902308 -0.18 0.02 0.10
H 16.832701 7.046749 16.339399 0.77 0.14 0.37
H 16.130364 10.397027 16.348691 0.30 -0.10 0.51
H 15.558334 8.798965 16.833317 0.27 -0.22 -0.45
H 16.874248 8.655665 18.765650 -0.52 0.23 0.17
H 14.534876 9.652083 18.420798 -0.21 0.58 0.48
H 15.215395 11.291853 18.843911 0.00 -0.20 0.01
H 15.234597 9.926999 20.018766 -0.14 0.24 0.43
H 17.338455 11.478910 18.872982 0.77 -0.04 -0.07
H 18.485869 10.494976 18.127922 0.35 0.15 -0.40
C 20.874861 11.992019 16.189253 -0.01 0.41 -0.24
O 20.714718 12.182021 14.788597 0.48 -0.10 0.18
C 19.424165 11.896382 14.286915 -0.49 1.19 0.09
C 19.372818 12.244609 12.794633 -0.80 0.59 0.41
C 19.673937 13.721069 12.581960 0.37 -0.64 -0.03
N 18.026465 11.968140 12.232611 1.20 -0.21 -0.31
H 20.720950 10.964354 16.442289 -0.10 -0.95 0.20
H 20.116075 12.559549 16.733446 0.06 0.26 0.13
H 21.896006 12.263766 16.541930 -0.73 0.08 -0.66
H 19.133726 10.859003 14.346839 0.09 -0.70 0.53
H 18.661924 12.502516 14.831503 0.25 -0.25 -0.14
H 20.119834 11.566478 12.376972 -0.12 0.24 -0.68
H 19.841972 14.013034 11.544715 -0.64 -0.07 -0.03
H 20.596966 13.919123 13.068284 0.91 0.35 0.62
H 18.914002 14.289951 13.116279 -0.18 0.27 -0.38
H 17.294037 12.509499 12.663905 0.04 0.35 0.50
H 17.810960 11.007242 12.397503 -0.46 -0.89 -0.03
C 14.937126 18.587409 14.403200 0.85 -0.18 0.66
C 13.721943 18.228851 13.616257 0.23 -1.22 -0.46
C 14.113874 17.861438 12.209186 -0.42 -0.05 -0.76
O 13.113906 17.032070 14.233151 0.48 1.49 0.13
H 15.382999 19.505688 13.985375 -0.06 -0.41 0.24
H 15.701615 17.781486 14.475713 -0.49 0.42 -0.47
H 14.637986 18.764644 15.423876 -0.05 0.37 0.51
H 13.103615 19.140275 13.570678 -0.54 -0.62 0.33
H 13.202580 17.606302 11.652776 0.19 0.10 -0.16
H 14.754559 16.976041 12.191847 0.09 0.15 0.11
H 14.619684 18.692542 11.695526 -0.15 -0.25 0.12
H 12.388557 16.712502 13.692039 -0.13 0.14 -0.28
C 17.643637 15.294959 20.407689 0.33 0.89 -0.89
C 16.648162 14.168075 20.550954 0.16 0.41 0.12
C 15.236458 14.652774 20.920072 0.19 -0.27 -0.74
O 16.692763 13.339270 19.377884 -0.30 -0.01 0.77
H 17.747250 15.897230 21.312376 0.20 -0.34 0.27
H 17.334803 16.041383 19.654046 -0.10 -0.41 -0.06
H 18.611460 14.883311 20.067591 -0.31 0.25 0.39
H 17.022577 13.595488 21.404679 -0.15 -0.56 -0.31
H 14.840170 15.307146 20.119088 0.02 -0.51 0.22
H 15.238169 15.264287 21.827633 0.10 -0.29 0.05
H 14.632137 13.738897 21.051380 -0.15 0.62 -0.02
H 16.265433 13.801282 18.629866 -0.03 0.46 0.02
C 17.181338 14.654551 8.304344 0.61 0.68 -0.99
C 17.058340 13.894504 9.567514 0.53 0.01 0.79
C 15.674956 13.267359 9.628320 0.48 0.16 1.07
O 18.129119 12.957201 9.585902 -0.38 -0.12 -0.39
H 16.963201 13.949012 7.504109 0.48 0.08 -0.40
H 18.175758 15.129117 8.223469 -0.31 -0.52 -0.23
H 16.466942 15.458557 8.184812 -0.40 0.19 0.31
H 17.232301 14.594718 10.399322 -0.38 -0.08 0.20
H 15.535008 12.656130 8.738589 -0.29 -0.11 0.12
H 14.945003 14.068914 9.725524 -0.27 0.01 -0.41
H 15.572664 12.698851 10.559894 0.01 -0.39 -0.39
H 18.107356 12.477255 10.439471 -0.10 0.06 0.15
```
Forces are in eV/Å.

Löwdin population analysis, charges in e, atoms 1 to 6: number 1, C, carries -0.1005; number 2, O, carries -0.2258; number 3, C, carries -0.2084; number 4, C, carries -0.4424; number 5, C, carries -0.0700; number 6, N, carries 0.0526